(1)
Entry from the OMol25 dataset: 3 unconnected molecules or ions with the total composition C5H15NO2 in a non-equilibrium geometry (ωB97M-V with the def2-TZVPD basis set).

```
23
Properties=species:S:1:pos:R:3:forces:R:3:mulliken_charge:R:1
C -0.0267 -0.0050 1.9646 2.1 -1.0 -0.2 -0.8060
N 1.1105 -0.4581 1.1061 -3.7 1.3 -2.7 0.0614
C 0.6247 -1.5453 0.2422 0.3 0.7 -0.7 -0.6780
C 0.7911 1.1308 -0.8549 2.2 0.7 -2.2 -0.5570
C 1.7001 0.6145 0.2705 -1.3 1.6 3.5 -0.5661
C -3.3009 0.4317 -0.4189 -1.5 1.3 1.6 -0.7626
O -1.9885 0.2807 0.0047 -0.2 0.6 -1.3 -0.4828
H -0.3192 -0.8207 2.6076 -0.2 -0.3 0.1 0.3315
H -0.9185 0.2617 1.3046 0.0 -0.1 -0.1 0.4346
H 0.3104 0.8160 2.5480 0.0 0.9 0.5 0.3721
H 0.4709 -2.4037 0.8265 -0.3 -1.2 0.9 0.3332
H -0.4068 -1.2982 -0.2366 1.4 0.1 0.7 0.2618
H 1.3555 -1.7128 -0.5703 -0.2 0.0 0.1 0.3308
H -0.2378 1.1135 -0.5717 -1.1 0.2 0.5 0.1566
H 0.9092 0.4433 -1.7253 -0.2 0.6 0.4 0.2851
H 1.2004 2.1748 -1.2082 -0.9 -2.0 0.8 0.2759
H 1.9277 1.4665 0.9807 -0.1 -1.0 -0.7 0.3294
H -3.9013 -0.5057 -0.5097 0.7 0.4 -0.4 0.2625
H -3.9493 1.0811 0.3411 1.3 -0.9 -1.3 0.2333
H -3.3556 1.0521 -1.4038 0.4 -1.1 1.3 0.2582
H 2.5861 0.2619 -0.1712 1.4 -0.8 -0.9 0.4451
H 2.9483 -1.3869 -2.6283 0.3 -0.2 -0.2 0.1825
O 2.4697 -0.9922 -1.8976 -0.3 0.4 0.2 -0.7016
```
Forces are in eV/Å.

Calculated values
highest occupied orbital energy = -8.3 eV
energy = -11004.076 eV
relative energy (zero: lowest compared OMol25 entry of this formula, charge and spin) = 227.6 kcal per mole
LUMO level = -0.16746 Ha

=====

(2)
Entry from the OMol25 dataset: a molecular structure, C5H6O3 in a non-equilibrium geometry (ωB97M-V with the def2-TZVPD basis set).

```
14
Properties=species:S:1:pos:R:3:forces:R:3:mulliken_charge:R:1
C 2.8491 0.1388 0.1571 1.7 4.8 -2.3 -0.7551
C 1.4800 -0.3129 -0.4602 1.3 -4.5 3.6 -0.1227
C 0.3192 0.2088 -0.1009 -3.0 0.5 -1.4 -0.1843
C -1.9823 0.3262 -0.0754 -0.8 -4.3 1.3 0.7576
C -3.3089 -0.5137 0.0619 -1.0 -1.3 1.6 -0.0670
H 3.3835 0.6783 -0.9357 -0.6 -2.0 3.5 0.2187
H 3.6688 -0.6121 0.8017 -3.0 2.1 -2.3 0.2848
H 2.6372 1.2649 0.7537 0.8 -3.7 -1.3 0.2469
H 1.4410 -1.4959 -0.5123 0.0 2.3 -0.2 0.2020
H -0.1429 1.2204 -0.2581 2.0 -0.5 1.2 0.3936
H -3.0668 -1.7609 0.7270 -0.9 3.5 -2.2 0.1940
O -0.9503 -0.6056 0.0046 1.5 2.7 -1.3 -0.3282
O -1.9378 1.4936 0.0143 -0.2 1.6 -0.5 -0.4659
O -4.3900 -0.0299 -0.1777 2.2 -1.4 0.4 -0.3743
```
Forces are in eV/Å.

Calculated values
highest occupied orbital energy = -9.5 eV
energy = -11418.711 eV
relative energy (zero: lowest compared OMol25 entry of this formula, charge and spin) = 131.5 kcal per mole
LUMO level = -0.01629 Ha

=====

(3)
Entry from the OMol25 dataset: 2 unconnected molecules or ions with the total composition C4H9NO in a non-equilibrium geometry (ωB97M-V with the def2-TZVPD basis set).

```
15
Properties=species:S:1:pos:R:3:forces:R:3:mulliken_charge:R:1
C 2.4127 -1.2581 -0.3978 1.2 1.5 2.1 -0.1666
N 1.3299 -1.6775 -0.8453 -0.1 -0.7 -0.8 -0.4104
C 0.2880 -0.9093 -1.4165 0.8 -0.8 -0.7 -0.1364
C -0.7250 -0.4242 -0.7109 -0.7 1.2 -1.7 -0.0987
C -1.8884 0.1758 -1.4673 -0.3 -2.9 -1.3 -1.1065
H 2.7194 -0.2069 -0.1517 -0.8 -0.1 -1.0 0.2184
H 3.1891 -1.8542 0.1128 -0.7 -0.8 -0.7 0.2409
H 0.2907 -0.9993 -2.5724 -0.1 0.5 2.1 0.1991
H -0.8424 -0.4624 0.3275 0.5 -0.3 1.5 0.3860
H -1.4795 0.3521 -2.4620 -0.5 1.0 -0.1 0.2617
H -2.5928 0.8808 -1.0694 0.5 0.9 0.4 0.3569
H -2.5615 -0.6991 -1.6913 0.3 0.5 0.3 0.2559
O -0.1984 2.6453 4.3404 0.2 0.0 -0.2 -0.6370
H -0.3832 1.7033 4.3810 0.0 -0.1 0.0 0.3176
H 0.4415 2.7339 3.6229 -0.1 0.0 0.1 0.3191
```
Forces are in eV/Å.

Calculated values
highest occupied orbital energy = -8.5 eV
SMILES string = C=N/C=C/C.O
energy = -7829.204 eV
relative energy (zero: lowest compared OMol25 entry of this formula, charge and spin) = 71.8 kcal per mole
LUMO level = 0.02171 Ha

=====

(4)
Entry from the OMol25 dataset: 2 unconnected molecules or ions with the total composition C2H5ClN2O2 in a non-equilibrium geometry (ωB97M-V with the def2-TZVPD basis set).

```
12
Properties=species:S:1:pos:R:3:forces:R:3:mulliken_charge:R:1
O -2.5482 2.7100 1.1450 -0.8 -0.1 0.4 -0.4518
N -1.7876 2.2465 0.3291 0.0 3.7 -0.3 -0.2488
N -1.4832 1.0837 0.2244 2.0 -5.4 -1.1 0.4583
C -1.1561 0.0996 -0.5453 -0.3 1.6 1.2 -0.0967
C -0.0139 -0.8425 -0.3131 3.3 -1.1 -1.1 -0.3308
O 1.0203 -0.5280 0.6355 0.6 2.3 -1.1 -0.4788
H -1.6384 -0.0284 -1.5016 -0.5 -0.1 -0.1 0.3760
H 0.6136 -0.8896 -1.3672 -2.1 -0.3 2.1 0.2311
H -0.2443 -1.8811 0.0551 -0.6 1.0 -1.0 0.2549
H 1.6220 0.1784 0.2147 -1.5 -1.4 1.1 0.2920
Cl 2.9190 2.8397 0.3082 0.4 -0.7 0.9 -0.2712
H 3.4184 2.2071 1.3545 -0.4 0.6 -0.9 0.2659
```
Forces are in eV/Å.

Calculated values
highest occupied orbital energy = -8.8 eV
SMILES string = O=N/N=C/CO.Cl
energy = -21747.922 eV
relative energy (zero: lowest compared OMol25 entry of this formula, charge and spin) = 51.9 kcal per mole
LUMO level = -0.00600 Ha

=====

(5)
Entry from the OMol25 dataset: a molecular structure, C7H13O5Rb in a non-equilibrium geometry (ωB97M-V with the def2-TZVPD basis set).

```
26
Properties=species:S:1:pos:R:3:forces:R:3:mulliken_charge:R:1
Rb 2.4890 5.0092 -3.1035 -0.4 -0.4 0.6 0.9859
O 0.7907 2.4745 0.7569 -0.4 0.1 -1.1 -0.4136
C 0.8957 2.9518 -0.5511 0.7 0.1 -1.1 0.6410
O 0.4872 2.1599 -1.4317 -0.1 0.3 0.3 -0.7358
O 1.4468 4.0633 -0.7477 0.0 0.1 0.4 -0.8041
H 0.3358 1.6593 0.4736 0.1 -0.1 0.8 0.2438
C -1.4751 -2.2269 -1.5658 -0.1 0.1 0.1 -0.8851
C -0.0580 -2.3638 -2.0588 0.2 -0.4 -0.4 0.7496
O 0.3270 -3.4187 -2.5149 0.1 0.0 0.0 -0.5894
C 0.8363 -1.1589 -2.0051 -0.3 0.8 0.1 -0.8034
H -1.4883 -2.3469 -0.4793 0.1 0.1 0.0 0.1254
H -2.0882 -3.0031 -2.0150 0.0 -0.1 0.0 0.3713
H -1.8794 -1.2419 -1.8012 0.0 0.0 0.0 0.2963
H 1.3799 -1.1240 -1.0586 -0.1 -0.1 0.1 0.1721
H 0.2382 -0.2453 -2.0584 0.1 0.0 0.2 0.2165
H 1.5601 -1.1118 -2.8154 0.0 -0.4 0.0 0.3697
C 0.7939 0.2135 2.8057 0.2 0.3 0.0 -1.0181
C -0.2659 -0.5271 2.0225 -0.1 0.5 0.3 0.7621
O -0.0061 -1.5718 1.4820 0.0 -0.3 -0.2 -0.5583
C -1.6545 0.0888 1.9532 0.5 -1.0 -0.7 -1.0128
H 0.5276 1.2325 3.0777 -0.2 0.0 -0.1 0.2413
H 1.6709 0.2646 2.1605 0.1 -0.1 0.2 0.2928
H 1.0581 -0.3020 3.7301 0.0 -0.3 -0.1 0.4094
H -2.1648 -0.2830 2.8436 -0.2 0.6 0.2 0.3881
H -2.1605 -0.3549 1.0938 0.0 0.0 0.1 0.1727
H -1.5966 1.1628 1.8068 -0.2 0.1 0.5 0.3827
```
Forces are in eV/Å.

Calculated values
highest occupied orbital energy = -8.5 eV
energy = -18363.344 eV
relative energy (zero: lowest compared OMol25 entry of this formula, charge and spin) = 14.0 kcal per mole
LUMO level = -0.04211 Ha